[1]
Formula: C4H3I
Source: the OMol25 dataset
Level of theory: ωB97M-V/def2-TZVPD

Structure (XYZ):
```
8
Properties=species:S:1:pos:R:3:lowdin_charge:R:1
C 0.565 -1.097 0.471 -0.153
C 0.760 0.155 0.980 0.003
C -0.270 -0.538 -0.655 -0.047
C -0.496 0.711 0.208 -0.799
I -0.245 2.602 -0.791 0.710
H 0.911 -2.183 0.599 0.120
H 0.234 -0.551 -1.611 0.084
H -1.460 0.901 0.799 0.083
```

- 2S+1: 1
- Max |F|: 5.37 eV/Å
- HOMO-LUMO gap (spin up / spin down): 8.605 / 8.607 eV
- Lowest unoccupied orbital energy (spin up / spin down): -0.857 / -0.856 eV
- Net charge: 0


[2]
Formula: CH7N4O
Source: the OMol25 dataset
Level of theory: ωB97M-V/def2-TZVPD

Structure (XYZ):
```
13
Properties=species:S:1:pos:R:3:lowdin_charge:R:1
C 0.388 0.829 0.308 -0.477
N 1.280 1.729 0.764 0.225
N -0.910 1.054 0.536 0.249
N -1.308 -2.588 -1.058 -0.048
N 0.723 -0.228 -0.379 0.313
O -1.424 -1.650 -0.274 -0.150
H 0.979 2.609 1.150 0.134
H 2.257 1.636 0.548 0.133
H -1.230 1.875 1.020 0.142
H -1.571 0.358 0.242 0.100
H -0.902 -3.477 -0.741 0.133
H -1.562 -2.473 -2.047 0.134
H 1.679 -0.544 -0.379 0.112
```

- 2S+1: 3
- Max |F|: 3.44 eV/Å
- HOMO-LUMO gap (spin up / spin down): 8.987 / 6.322 eV
- Lowest unoccupied orbital energy (spin up / spin down): -3.140 / -7.560 eV
- Net charge: +1


[3]
Formula: C5H5NO
Source: the OMol25 dataset
Level of theory: ωB97M-V/def2-TZVPD

Structure (XYZ):
```
12
Properties=species:S:1:pos:R:3:lowdin_charge:R:1
C 2.272 -0.539 0.195 0.015
C 1.310 0.279 -0.214 -0.120
C -0.139 0.035 -0.122 -0.299
C -1.128 0.945 0.111 0.003
C -2.300 0.093 0.057 -0.136
N -1.972 -1.155 -0.083 0.027
O -0.655 -1.221 -0.141 -0.004
H 2.054 -1.526 0.750 0.100
H 3.259 -0.505 -0.218 0.047
H 1.619 1.243 -0.710 0.126
H -0.942 2.033 0.240 0.124
H -3.378 0.316 0.135 0.118
```

- 2S+1: 1
- Max |F|: 2.81 eV/Å
- HOMO-LUMO gap: 9.933 eV
- Lowest unoccupied orbital energy: 0.608 eV
- Net charge: 0


[4]
Formula: H3N2PS
Source: the OMol25 dataset
Level of theory: ωB97M-V/def2-TZVPD

Structure (XYZ):
```
7
Properties=species:S:1:pos:R:3:lowdin_charge:R:1
N 1.878 0.281 0.038 -0.721
N 2.330 -0.076 -1.079 0.020
P 1.531 0.490 1.487 0.739
S -2.029 -0.109 0.287 0.382
H 1.994 0.439 -1.798 0.001
H -3.268 0.151 -0.075 -0.262
H -2.437 -1.175 1.140 -0.157
```

- 2S+1: 1
- Max |F|: 4.77 eV/Å
- HOMO-LUMO gap: 8.072 eV
- Lowest unoccupied orbital energy: -0.206 eV
- Net charge: 0


[5]
Formula: C44H83F9INO12S
Source: the OMol25 dataset
Level of theory: ωB97M-V/def2-TZVPD

Structure (XYZ):
```
151
Properties=species:S:1:pos:R:3:lowdin_charge:R:1
C 1.476 8.467 1.387 -0.099
C 1.621 7.155 2.143 -0.300
N 0.517 6.220 2.048 -0.033
C 0.476 5.143 1.087 -0.604
S 1.450 5.499 -0.431 0.934
C 1.111 3.847 1.631 -0.176
C 2.407 3.904 2.446 -0.139
C 3.675 3.324 1.789 -0.372
C 4.347 4.216 0.758 -0.081
C 3.441 1.884 1.313 -0.159
C 4.723 1.021 1.322 -0.173
C 4.903 0.118 0.131 -0.085
C 5.086 0.460 -1.147 -0.340
C 5.298 1.858 -1.650 -0.048
C 5.113 -0.609 -2.209 -0.063
C -1.000 4.780 0.622 -0.186
O -1.576 3.783 1.437 -0.150
C -1.924 2.531 0.901 -0.454
C -0.758 1.672 0.370 -0.060
C -0.186 1.995 -0.997 -0.215
O 0.606 1.236 -1.520 0.055
C -3.049 2.546 -0.126 -0.136
O -2.788 3.458 -1.189 -0.210
C -3.793 3.404 -2.183 -0.071
C -2.425 1.689 2.151 -0.601
I -3.353 2.910 3.669 0.952
C -3.235 0.430 1.831 -0.293
C -4.769 0.509 1.914 -0.138
C -2.023 5.942 0.631 -0.325
F -2.053 6.607 1.815 0.130
F -3.271 5.388 0.494 0.116
C -1.991 7.028 -0.477 -0.325
F -0.930 7.853 -0.353 0.130
F -3.098 7.797 -0.269 0.145
C -2.107 6.580 -1.956 -0.322
F -1.209 5.629 -2.287 0.139
F -3.362 6.105 -2.170 0.127
C -1.896 7.751 -2.972 -0.501
F -0.621 8.182 -2.962 0.168
F -2.152 7.235 -4.204 0.157
F -2.736 8.769 -2.760 0.188
H 2.313 9.102 1.674 0.073
H 0.562 8.994 1.634 0.073
H 1.566 8.334 0.317 0.039
H 1.709 7.418 3.196 0.117
H 2.592 6.728 1.896 0.076
H 0.157 5.939 2.942 0.131
H 0.827 6.573 -0.932 -0.129
H 0.368 3.329 2.220 0.108
H 1.289 3.193 0.777 0.076
H 2.658 4.868 2.879 0.101
H 2.262 3.250 3.305 0.109
H 4.380 3.248 2.620 0.132
H 4.351 5.261 1.042 0.068
H 5.388 3.913 0.668 0.068
H 3.919 4.072 -0.226 0.038
H 2.669 1.431 1.928 0.099
H 3.074 1.901 0.287 0.104
H 5.598 1.641 1.506 0.109
H 4.657 0.366 2.188 0.092
H 4.899 -0.941 0.349 0.094
H 5.750 1.806 -2.636 0.073
H 4.342 2.359 -1.785 0.078
H 5.963 2.435 -1.021 0.072
H 6.014 -0.495 -2.808 0.075
H 5.096 -1.590 -1.754 0.069
H 4.268 -0.466 -2.876 0.083
H -0.922 4.411 -0.393 0.090
H -1.153 0.665 0.261 0.128
H 0.047 1.569 1.086 0.111
H -0.495 2.899 -1.538 0.115
H -3.973 2.841 0.368 0.129
H -3.152 1.559 -0.565 0.138
H -4.575 2.690 -1.932 0.093
H -3.359 3.101 -3.132 0.098
H -4.266 4.372 -2.296 0.077
H -1.507 1.359 2.618 0.029
H -2.935 -0.019 0.891 0.093
H -2.949 -0.304 2.579 0.106
H -5.161 1.492 1.692 0.037
H -5.038 0.300 2.944 0.055
H -5.208 -0.275 1.307 0.067
C -2.830 -4.939 -2.650 -0.106
O -2.991 -5.226 -1.273 -0.182
C -2.466 -4.266 -0.376 -0.188
C -3.477 -3.667 0.585 -0.171
O -4.573 -2.957 0.035 -0.126
C -5.525 -3.626 -0.774 -0.178
C -6.368 -4.707 -0.119 -0.194
O -5.639 -5.826 0.346 -0.184
C -5.734 -6.098 1.729 -0.112
H -2.026 -5.553 -3.066 0.082
H -3.757 -5.187 -3.170 0.084
H -2.610 -3.885 -2.836 0.089
H -1.944 -3.469 -0.917 0.118
H -1.716 -4.784 0.235 0.104
H -2.925 -2.918 1.162 0.125
H -3.819 -4.404 1.313 0.106
H -5.069 -3.986 -1.697 0.103
H -6.226 -2.841 -1.074 0.128
H -7.052 -5.067 -0.897 0.127
H -6.980 -4.272 0.677 0.121
H -6.047 -5.223 2.304 0.088
H -4.749 -6.406 2.088 0.082
H -6.431 -6.922 1.910 0.086
C 0.017 -5.269 2.434 -0.113
O -0.338 -4.200 3.286 -0.190
C -0.122 -4.402 4.671 -0.190
C 0.801 -3.388 5.327 -0.178
O 2.133 -3.304 4.856 -0.112
C 2.399 -2.856 3.541 -0.175
C 2.059 -1.415 3.206 -0.195
O 0.680 -1.109 3.287 -0.184
C 0.315 -0.078 4.180 -0.103
H -0.878 -5.808 2.111 0.080
H 0.511 -4.861 1.549 0.077
H 0.704 -5.972 2.911 0.091
H 0.235 -5.418 4.865 0.121
H -1.097 -4.302 5.164 0.127
H 0.900 -3.710 6.367 0.130
H 0.336 -2.401 5.364 0.103
H 1.974 -3.538 2.803 0.106
H 3.485 -2.939 3.437 0.131
H 2.365 -1.269 2.162 0.123
H 2.657 -0.732 3.818 0.122
H 1.075 0.117 4.940 0.096
H -0.607 -0.370 4.689 0.090
H 0.112 0.843 3.624 0.062
C 4.187 -5.773 -6.509 -0.112
O 3.380 -4.824 -5.843 -0.186
C 2.084 -4.623 -6.374 -0.194
C 0.951 -4.889 -5.399 -0.182
O 0.833 -6.196 -4.868 -0.120
C 1.829 -6.710 -4.002 -0.179
C 1.985 -6.047 -2.645 -0.193
O 2.399 -4.696 -2.690 -0.182
C 1.506 -3.761 -2.122 -0.105
H 4.931 -5.267 -7.131 0.085
H 4.714 -6.368 -5.760 0.082
H 3.603 -6.453 -7.133 0.087
H 1.942 -5.210 -7.287 0.120
H 2.013 -3.565 -6.656 0.127
H 0.030 -4.743 -5.972 0.128
H 0.930 -4.141 -4.604 0.102
H 2.789 -6.793 -4.513 0.104
H 1.508 -7.736 -3.798 0.129
H 2.769 -6.608 -2.121 0.126
H 1.061 -6.162 -2.068 0.119
H 0.485 -4.149 -2.058 0.073
H 1.489 -2.870 -2.754 0.087
H 1.849 -3.459 -1.128 0.084
```

- 2S+1: 1
- Max |F|: 1.46 eV/Å
- HOMO-LUMO gap: 9.036 eV
- Lowest unoccupied orbital energy: 0.383 eV
- Net charge: 0


[6]
Formula: C16H21N3OS
Source: the OMol25 dataset
Level of theory: ωB97M-V/def2-TZVPD

Structure (XYZ):
```
42
Properties=species:S:1:pos:R:3:lowdin_charge:R:1
C -3.869 -0.553 1.479 -0.072
C -4.049 0.794 0.783 -0.242
O -3.246 0.936 -0.373 -0.062
C -1.952 1.340 -0.241 -0.291
C -1.270 1.582 -1.435 -0.007
C 0.032 2.033 -1.422 -0.039
C 0.703 2.252 -0.221 -0.242
C 2.146 2.702 -0.206 -0.186
N 3.080 1.795 -0.870 -0.063
C 2.881 0.391 -0.544 -0.252
C 3.328 0.052 0.878 -0.244
C 2.835 -1.323 1.306 -0.445
S 1.049 -1.306 1.717 0.986
C 0.305 -1.764 0.212 -0.680
N 1.076 -2.200 -0.777 0.063
C 0.471 -2.507 -1.910 -0.120
C -0.900 -2.382 -2.076 -0.037
C -1.609 -1.947 -0.963 -0.125
N -1.017 -1.646 0.177 0.074
C 0.025 1.988 0.959 -0.056
C -1.285 1.542 0.962 -0.028
H -4.372 -0.539 2.442 0.077
H -2.813 -0.771 1.625 0.048
H -4.297 -1.349 0.875 0.071
H -3.856 1.619 1.479 0.115
H -5.077 0.893 0.417 0.122
H -1.790 1.415 -2.366 0.117
H 0.536 2.222 -2.360 0.115
H 2.240 3.674 -0.699 0.121
H 2.474 2.826 0.830 0.106
H 2.981 1.901 -1.875 0.098
H 1.827 0.101 -0.662 0.079
H 3.469 -0.202 -1.251 0.125
H 2.941 0.796 1.574 0.090
H 4.418 0.079 0.931 0.113
H 2.967 -2.066 0.521 0.066
H 3.329 -1.648 2.221 0.068
H 1.120 -2.860 -2.703 0.111
H -1.386 -2.616 -3.007 0.098
H -2.683 -1.825 -0.981 0.106
H 0.527 2.130 1.906 0.112
H -1.760 1.344 1.908 0.109
```

- 2S+1: 1
- Max |F|: 0.54 eV/Å
- HOMO-LUMO gap: 8.861 eV
- Lowest unoccupied orbital energy: 0.757 eV
- Net charge: 0